# C2H3Cl

A 2-piece molecular cluster, C2H3Cl overall (ωB97M-V/def2-TZVPD, OMol25).

Each line ends with the Mulliken charge.
Geometry (Å):
C  0.58205  0.01865  -0.22285  -0.4948
C  -0.45961  -0.31661  0.46949  0.0065
Cl  -0.75277  -1.99722  0.93964  -0.1639
H  0.49117  2.39138  -1.28905  0.0309
H  1.16337  -0.59643  -0.83429  0.3082
H  -1.02421  0.50022  0.93705  0.3131

ΔE to the lowest compared entry with this formula, charge and spin	120.0	kcal/mol
charge	0
frontier orbital gap (spin up / spin down)	9.0 / 9.7	eV

***

# C2H3Cl

An isolated molecule of C2H3Cl (ωB97M-V/def2-TZVPD, OMol25).

Each line ends with the Mulliken charge.
Geometry (Å):
C  0.17754  1.61787  0.57046  -0.5619
C  -0.43080  0.58326  0.00885  -0.1174
Cl  0.12368  -1.04139  -0.30746  -0.1585
H  1.15200  1.44705  1.01335  0.2259
H  -0.24591  2.47586  0.94505  0.3080
H  -1.48909  0.57401  -0.20745  0.3038

structure (SMILES)	C=CCl
ΔE to the lowest compared entry with this formula, charge and spin	7.7	kcal/mol
charge	0
frontier orbital gap	11.1	eV

***

# C2H3Cl2FO

An isolated molecule of C2H3Cl2FO (ωB97M-V/def2-TZVPD, OMol25).

Each line ends with the Mulliken charge.
Geometry (Å):
O  -0.96101  1.39194  -0.35566  -0.4259
C  -0.28326  0.08908  -0.76607  -0.6011
C  0.65162  -0.36581  0.40994  0.5867
F  1.52902  0.60521  0.77424  -0.1923
Cl  1.68654  -1.87724  0.23591  -0.1514
Cl  -0.44279  -0.52506  1.80756  -0.1881
H  -1.41540  1.04919  0.32220  0.3005
H  -1.09645  -0.67180  -0.81132  0.3456
H  0.33170  0.30449  -1.61681  0.3261

structure (SMILES)	OCC(F)(Cl)Cl
ΔE to the lowest compared entry with this formula, charge and spin	17.4	kcal/mol
charge	0
frontier orbital gap	11.9	eV

***

# C2H3Cl2N

An isolated molecule of C2H3Cl2N (ωB97M-V/def2-TZVPD, OMol25).

Each line ends with the Mulliken spin population.
Geometry (Å):
C  -0.41741  -0.33533  0.34776  0.6859
C  0.48553  0.61998  -0.50277  0.0854
N  0.21062  -1.15551  1.08608  1.0347
Cl  -0.00221  0.18151  -2.08288  0.0616
Cl  0.11848  2.40726  -0.08204  0.0562
H  -1.46749  -0.26743  -0.00300  0.0588
H  1.44954  0.26628  -0.40842  -0.0080
H  -0.37706  -1.71676  1.64527  0.0254

ΔE to the lowest compared entry with this formula, charge and spin	18.4	kcal/mol
charge	0
frontier orbital gap (spin up / spin down)	7.2 / 7.5	eV
multiplicity	3

***

# C2H3Cl2NO

A 2-piece molecular cluster, C2H3Cl2NO overall (ωB97M-V/def2-TZVPD, OMol25).

Each line ends with the Mulliken charge.
Geometry (Å):
C  0.22304  0.23679  -0.42368  -0.9872
C  1.34376  1.06601  -0.17843  0.4752
N  2.55511  0.69801  0.00317  0.3874
O  3.71465  0.78113  0.14247  -0.3358
Cl  5.79272  -1.15977  0.05108  -0.3992
Cl  0.74107  2.82187  0.19457  -0.1553
H  0.43274  -0.79078  -0.69483  0.3385
H  -0.46016  0.77857  -1.06716  0.3208
H  -0.29315  0.05899  0.42267  0.3555

ΔE to the lowest compared entry with this formula, charge and spin	155.9	kcal/mol
charge	0
frontier orbital gap (spin up / spin down)	4.9 / 4.8	eV

***

# C2H3Cl2NO

A 2-piece molecular cluster, C2H3Cl2NO overall (ωB97M-V/def2-TZVPD, OMol25).

Each line ends with the Mulliken charge.
Geometry (Å):
C  0.72282  -2.40355  1.02686  0.1099
C  -0.12970  1.28951  -0.39033  0.0107
N  0.20221  -0.03163  -0.39247  -0.3820
O  0.27544  -3.37978  1.29417  -0.1043
Cl  -0.97135  2.07430  -1.86901  -0.2073
Cl  -1.49142  1.37305  0.90939  -0.2376
H  0.66003  2.01813  -0.05044  0.3384
H  -0.46370  -0.72332  -0.21681  0.2300
H  1.19568  -0.21672  -0.31136  0.2421

ΔE to the lowest compared entry with this formula, charge and spin	27.5	kcal/mol
charge	0
frontier orbital gap	10.8	eV

***

# C2H3Cl2NS

An isolated molecule of C2H3Cl2NS (ωB97M-V/def2-TZVPD, OMol25).

Each line ends with the Mulliken charge.
Geometry (Å):
S  -2.07346  0.03677  -1.09526  -0.0377
N  -1.57367  0.01103  0.46047  -0.4317
C  -0.38832  -0.00655  0.94039  0.1966
C  0.97870  -0.01687  0.14853  -0.2864
Cl  1.16985  -1.45365  -0.83007  -0.0844
Cl  1.19356  1.49238  -0.79681  -0.1018
H  -0.84401  0.00440  -1.77185  0.1201
H  -0.24248  -0.08937  2.03280  0.3284
H  1.77981  0.02185  0.91180  0.2969

structure (SMILES)	S/N=C\C(Cl)Cl
ΔE to the lowest compared entry with this formula, charge and spin	20.7	kcal/mol
charge	0
frontier orbital gap	9.7	eV

***

# C2H3Cl2NSSi

A 2-piece molecular cluster, C2H3Cl2NSSi overall (ωB97M-V/def2-TZVPD, OMol25).

Each line ends with the Mulliken charge.
Geometry (Å):
C  1.44743  0.84404  1.18497  -0.8826
Si  -0.09133  0.01226  0.99299  0.6406
Cl  -1.95069  0.22292  1.51495  -0.1703
S  -0.09627  -1.77459  -0.45342  -0.2363
C  1.46606  -1.60134  -0.90797  0.3957
N  2.51843  -1.66257  -1.34735  -0.3809
H  1.59922  1.34599  2.08077  0.3389
H  2.22398  0.19663  0.86595  0.2834
Cl  -3.07207  0.95757  -1.62417  -0.2143
H  -4.04476  1.45910  -2.30672  0.2258

structure (SMILES)	C=[Si](Cl)SC#N.Cl
ΔE to the lowest compared entry with this formula, charge and spin	93.9	kcal/mol
charge	0
frontier orbital gap	8.7	eV

***

# C2H3Cl2OPS2

A 2-piece molecular cluster, C2H3Cl2OPS2 overall (ωB97M-V/def2-TZVPD, OMol25).

Each line ends with the Mulliken charge.
Geometry (Å):
O  0.65559  1.40776  -0.41755  -0.4205
P  1.70551  0.49251  0.46886  0.6002
S  1.63203  -1.33316  -0.12454  -0.2767
S  1.54198  0.97011  2.52267  -0.2067
Cl  3.28836  1.48786  -0.28609  -0.2258
H  -0.26344  1.22966  -0.18914  0.2971
H  0.77625  -0.28728  2.55681  0.2066
C  -2.60018  -1.09255  -1.81033  -0.1109
C  -2.19877  -0.98476  -0.69054  -0.1483
Cl  -1.64955  -0.49830  0.77005  -0.0993
H  -2.88777  -1.39186  -2.80018  0.3845

structure (SMILES)	O[P@](=S)(S)Cl.C#CCl
charge	0
frontier orbital gap	9.4	eV

***

# C2H3Cl3

C2H3Cl3 as an isolated structure (ωB97M-V/def2-TZVPD, OMol25).

Each line ends with the Mulliken charge.
Geometry (Å):
C  0.06716  -0.60789  1.64422  -1.1351
C  0.07185  0.05490  0.19559  0.5925
H  -0.89775  -0.38707  2.22835  0.3161
H  -0.03352  -1.77028  1.40793  0.3228
H  1.06991  -0.37345  1.99698  0.3762
Cl  1.61981  -0.28166  -0.43655  -0.1411
Cl  -0.44210  1.56596  -0.01772  -0.1311
Cl  -1.23492  -0.94026  -0.52645  -0.2002

ΔE to the lowest compared entry with this formula, charge and spin	29.6	kcal/mol
charge	0
frontier orbital gap	11.5	eV

***

# C2H3Cl3N2

C2H3Cl3N2 as an isolated structure (ωB97M-V/def2-TZVPD, OMol25).

Each line ends with the Mulliken charge.
Geometry (Å):
C  -0.35524  0.34965  -0.19606  0.3917
C  1.07298  -0.13298  -0.13028  0.3931
H  -2.25033  -0.45145  -0.20390  0.2564
H  -1.25996  -1.86444  0.62977  0.2779
H  -0.13805  2.28266  -0.45515  0.2636
N  -1.31242  -0.65510  0.15025  -0.5270
N  -0.88343  1.49493  -0.27330  -0.6547
Cl  1.57062  -1.41573  -1.16381  -0.0745
Cl  2.28557  1.26435  0.04504  -0.1628
Cl  1.27026  -0.87191  1.59745  -0.1637

ΔE to the lowest compared entry with this formula, charge and spin	48.3	kcal/mol
charge	0
frontier orbital gap	9.7	eV

***

# C2H3Cl3NO

A 2-piece molecular cluster, C2H3Cl3NO overall (ωB97M-V/def2-TZVPD, OMol25).

Each line ends with the Mulliken charge.
Geometry (Å):
C  -1.87055  0.09042  -0.72512  -0.4874
C  1.82165  0.18246  0.39725  -0.2693
N  -1.18583  -0.64208  0.13470  0.2339
O  -1.71185  -1.62146  0.81710  -0.6498
Cl  3.02051  -0.67924  -0.60703  -0.2273
Cl  1.73550  1.93015  -0.26843  -0.2914
Cl  2.44737  0.46965  1.99548  -0.2133
H  -1.24836  0.76880  -1.10231  0.2978
H  -2.98687  -0.06217  -0.75458  0.2731
H  -0.02157  -0.43653  0.11295  0.3337

ΔE to the lowest compared entry with this formula, charge and spin	23.3	kcal/mol
charge	-1
frontier orbital gap	7.4	eV

***

# C2H3Cl3O

A 2-piece molecular cluster, C2H3Cl3O overall (ωB97M-V/def2-TZVPD, OMol25).

Each line ends with the Mulliken charge.
Geometry (Å):
C  0.93846  -0.67061  0.05671  0.0120
C  -0.87755  0.69611  0.54609  -0.1914
O  1.31366  -0.02905  -1.06861  -0.4202
Cl  0.27955  -2.33177  -0.00269  -0.1347
Cl  -2.39669  -0.05681  0.64606  -0.1247
Cl  -0.87366  1.73050  -0.85046  -0.1739
H  1.63259  -0.57312  1.00617  0.3223
H  -0.56281  1.12244  1.41275  0.3540
H  0.54645  0.11232  -1.74601  0.3567

ΔE to the lowest compared entry with this formula, charge and spin	66.3	kcal/mol
charge	0
frontier orbital gap (spin up / spin down)	9.1 / 9.1	eV

***

# C2H3Cl3O2Pd

C2H3Cl3O2Pd as an isolated structure (ωB97M-V/def2-TZVPD, OMol25).

Each line ends with the Mulliken spin population.
Geometry (Å):
Pd  21.66769  -30.30277  -9.20608  1.5304
C  20.74829  -30.80976  -13.27334  -0.0018
C  20.91675  -30.29845  -11.87884  -0.0026
O  20.22160  -30.71089  -10.96381  0.0684
O  21.94803  -29.66866  -11.54265  0.0242
H  21.37742  -31.67061  -13.49969  -0.0005
H  21.07055  -30.00563  -13.93486  0.0015
H  19.70118  -30.89490  -13.56385  0.0018
Cl  24.02425  -29.57312  -8.64553  0.1030
Cl  19.99456  -28.78146  -7.96820  0.1504
Cl  21.44678  -32.78933  -8.71261  0.1251

ΔE to the lowest compared entry with this formula, charge and spin	11.5	kcal/mol
charge	-2
frontier orbital gap (spin up / spin down)	7.7 / 7.5	eV
multiplicity	3

***

# C2H3Cl3OP

A 2-piece molecular cluster, C2H3Cl3OP overall (ωB97M-V/def2-TZVPD, OMol25).

Each line ends with the Mulliken charge.
Geometry (Å):
C  -1.92537  0.02663  0.06313  -0.1297
C  -1.02619  1.18495  0.04015  0.2524
O  -0.89710  0.45824  -0.95747  -0.0840
P  1.97980  -0.49972  0.41391  0.4872
Cl  0.95108  -1.42579  -1.10200  -0.1403
Cl  3.33669  0.60248  -0.72241  -0.1487
Cl  2.91044  -1.99660  1.31129  -0.1125
H  -1.78023  -0.80395  0.61561  0.2715
H  -2.95840  0.32069  -0.15950  0.2642
H  -0.59072  2.13306  0.49729  0.3399

ΔE to the lowest compared entry with this formula, charge and spin	65.7	kcal/mol
charge	+1
frontier orbital gap	7.0	eV

***

# C2H3Cl3OSi

A 2-piece molecular cluster, C2H3Cl3OSi overall (ωB97M-V/def2-TZVPD, OMol25).

Each line ends with the Mulliken charge.
Geometry (Å):
Cl  -2.46058  -1.15972  1.46742  -0.2388
Si  -2.17969  -0.35573  -0.40112  0.8113
Cl  -3.83204  0.85001  -0.69416  -0.1950
Cl  -2.19507  -1.77303  -1.92414  -0.2236
H  -0.74395  -0.02774  -0.22404  -0.1577
C  2.46059  0.70635  0.80000  -0.8992
C  2.09624  0.12334  -0.27136  0.7622
O  1.90208  -0.28872  -1.37157  -0.3888
H  2.24395  0.21006  1.73458  0.2388
H  2.70847  1.71518  0.88437  0.2908

structure (SMILES)	Cl[SiH](Cl)Cl.C=C=O
ΔE to the lowest compared entry with this formula, charge and spin	5.8	kcal/mol
charge	0
frontier orbital gap	10.2	eV

***

# C2H3Cl3OSi

A 2-piece molecular cluster, C2H3Cl3OSi overall (ωB97M-V/def2-TZVPD, OMol25).

Each line ends with the Mulliken charge.
Geometry (Å):
C  1.62732  1.07072  -0.36702  0.4040
C  3.24540  -0.16744  -0.06726  0.1071
O  1.69116  1.91106  -1.17218  -0.3291
Si  0.33040  0.36526  0.83186  0.5347
Cl  4.21763  0.29179  -1.57892  -0.1799
Cl  4.11887  0.33998  1.41270  -0.1282
Cl  2.81827  -1.75338  -0.10760  -0.1047
H  -0.01716  -0.94381  0.37570  -0.0893
H  -0.70941  1.23051  0.88697  -0.1628
H  1.16699  0.28161  2.13802  -0.0519

ΔE to the lowest compared entry with this formula, charge and spin	128.6	kcal/mol
charge	0
frontier orbital gap	8.9	eV

***

# C2H3Cl3S

An isolated molecule of C2H3Cl3S (ωB97M-V/def2-TZVPD, OMol25).

Each line ends with the Mulliken charge.
Geometry (Å):
Cl  0.39434  -0.85686  2.11132  -0.1338
C  0.78388  -0.55083  0.45416  -0.4630
C  -0.09667  0.63924  -0.11759  -0.2471
Cl  0.18695  2.07559  0.85558  -0.1347
S  -1.82740  0.16419  -0.14662  0.0931
Cl  -1.89155  -0.55446  -2.01059  -0.1568
H  1.79171  -0.40234  0.39445  0.3939
H  0.62772  -1.30591  -0.23445  0.3282
H  0.03103  0.79138  -1.30627  0.3203

structure (SMILES)	ClC[C@H](Cl)SCl
ΔE to the lowest compared entry with this formula, charge and spin	16.3	kcal/mol
charge	0
frontier orbital gap	9.4	eV

***

# C2H3ClF2

C2H3ClF2 as an isolated structure (ωB97M-V/def2-TZVPD, OMol25).

Each line ends with the Mulliken charge.
Geometry (Å):
C  -0.93415  -0.10155  0.72020  -0.5548
C  0.15841  -1.44044  -0.16688  0.2582
F  1.04168  -1.73964  0.77572  -0.2114
F  -0.55783  -2.54335  -0.52406  -0.2185
Cl  -2.54314  0.05593  -0.00402  -0.1630
H  -1.02839  -0.61386  1.68672  0.2866
H  -0.36896  0.71788  0.73161  0.3936
H  0.67629  -0.98115  -1.15305  0.2094

ΔE to the lowest compared entry with this formula, charge and spin	44.8	kcal/mol
charge	0
frontier orbital gap	11.2	eV

***

# C2H3ClF2S

An isolated molecule of C2H3ClF2S (ωB97M-V/def2-TZVPD, OMol25).

Each line ends with the Mulliken charge.
Geometry (Å):
F  -1.07851  1.11286  0.96710  -0.1792
C  -0.93665  0.14915  0.03283  0.6951
F  -1.22633  0.58409  -1.22917  -0.2145
Cl  -2.21484  -1.11227  0.34274  -0.1780
C  0.52511  -0.53049  -0.01206  -0.7677
S  2.00155  0.46226  0.54046  -0.1718
H  0.36160  -1.39348  0.63510  0.3475
H  0.80782  -0.82695  -1.08483  0.3329
H  1.76024  1.55483  -0.19217  0.1355

structure (SMILES)	FC(F)(Cl)CS
ΔE to the lowest compared entry with this formula, charge and spin	6.6	kcal/mol
charge	0
frontier orbital gap	10.5	eV